Molecular formula: C16H18B2CaN6O2
Method: DFT, the ωB97M-V functional and the def2-TZVPD basis

Last column: Mulliken charge in e.
Cartesian coordinates (Å):
1 C -0.31 3.35 -0.95  -0.14
2 N -0.10 2.07 -1.33  -0.77
3 N 0.15 2.08 -2.70  0.38
4 C 0.06 3.34 -3.16  -0.11
5 C -0.22 4.18 -2.09  -1.02
6 B 0.38 0.76 -3.51  -0.46
7 N 1.49 -0.16 -2.90  0.33
8 N 1.50 -0.52 -1.56  -0.64
9 C 2.54 -1.37 -1.38  -0.32
10 C 3.16 -1.60 -2.62  -0.96
11 C 2.47 -0.82 -3.55  -0.07
12 Ca -0.39 0.05 -0.30  2.08
13 N -0.94 -0.06 -3.44  0.23
14 N -1.43 -0.50 -2.21  -0.37
15 C -2.56 -1.20 -2.48  -0.27
16 C -2.79 -1.21 -3.87  -1.06
17 C -1.75 -0.47 -4.43  -0.06
18 H -3.15 -1.67 -1.70  0.41
19 H -1.50 -0.21 -5.46  0.45
20 H -3.60 -1.68 -4.41  0.40
21 H 0.66 1.03 -4.64  -0.07
22 H 2.58 -0.69 -4.61  0.46
23 H 0.20 3.53 -4.22  0.46
24 H 4.00 -2.23 -2.82  0.42
25 H -0.35 5.25 -2.12  0.40
26 H 2.79 -1.78 -0.41  0.49
27 H -0.52 3.62 0.08  0.44
28 H -0.88 -2.44 0.43  0.19
29 C -0.31 -2.68 1.34  -0.81
30 H 0.45 -3.43 1.08  0.31
31 H 0.20 -1.82 1.79  0.14
32 H -1.02 -3.07 2.09  0.32
33 O -1.76 -0.01 3.10  -0.42
34 B -1.83 0.69 1.87  0.81
35 O -2.55 1.89 2.11  -0.38
36 C -2.89 1.90 3.42  0.76
37 C -3.50 2.90 4.14  -0.79
38 C -3.57 2.73 5.54  -0.38
39 C -3.07 1.58 6.15  -0.37
40 C -2.48 0.55 5.38  -0.79
41 C -2.40 0.75 4.03  0.89
42 H -3.87 3.78 3.63  0.50
43 H -4.03 3.51 6.14  0.45
44 H -3.13 1.46 7.23  0.45
45 H -2.08 -0.36 5.81  0.50

Computed properties:
- Highest occupied orbital energy (spin up / spin down): -0.50517 / -0.50540 Eh
- ΔE to the lowest compared entry with this formula, charge and spin: 0.0 kcal per mole
- Net charge: +2
- Multiplicity: 1


Molecular formula: C16H18B2Cl5F4IrN4O4Te
Method: DFT, the ωB97M-V functional and the def2-TZVPD basis

Last column: Mulliken spin population.
Cartesian coordinates (Å):
1 Ir 0.16 0.35 -0.16  0.08
2 C -2.93 0.19 2.86  0.00
3 C -1.91 0.52 1.83  0.01
4 N -1.27 -0.39 1.14  -0.02
5 O -1.47 -1.71 1.33  0.00
6 B -0.66 -2.63 0.38  0.00
7 F 0.68 -2.47 0.78  0.00
8 F -1.10 -3.88 0.69  0.00
9 O -0.82 -2.29 -1.03  0.00
10 N -0.23 -1.14 -1.44  -0.03
11 C -0.18 -0.84 -2.72  0.02
12 C -0.52 -1.80 -3.78  0.00
13 C 0.23 0.54 -3.01  -0.02
14 N 0.35 1.30 -1.95  0.02
15 O 0.53 2.59 -2.03  0.01
16 B 0.97 3.29 -0.69  0.00
17 F 1.94 2.44 -0.15  0.01
18 F 1.33 4.53 -0.94  0.00
19 O -0.23 3.23 0.23  0.00
20 N -0.54 2.04 0.70  0.01
21 C -1.56 1.91 1.51  -0.01
22 C -2.31 3.07 2.03  0.00
23 C 0.48 1.08 -4.36  0.00
24 H -3.18 -0.87 2.82  0.00
25 H -3.83 0.78 2.70  0.00
26 H -2.55 0.44 3.85  0.00
27 H -0.88 -2.74 -3.37  0.00
28 H 0.36 -2.00 -4.40  0.00
29 H -1.29 -1.39 -4.45  0.00
30 H -1.74 3.99 1.89  0.00
31 H -2.57 2.95 3.08  0.00
32 H -3.24 3.18 1.47  0.00
33 H 0.34 0.34 -5.14  0.00
34 H 1.50 1.48 -4.42  0.00
35 H -0.16 1.94 -4.55  0.00
36 Cl 0.55 -0.38 3.02  0.00
37 C 2.06 -0.24 2.22  0.02
38 C 2.02 -0.11 0.85  0.15
39 C 3.21 -0.15 0.14  0.14
40 Cl 3.19 -0.09 -1.56  0.05
41 C 4.45 -0.24 0.80  -0.02
42 Cl 5.89 -0.29 -0.09  0.00
43 C 4.47 -0.29 2.21  0.21
44 Cl 5.95 -0.32 3.03  0.15
45 C 3.26 -0.31 2.93  0.14
46 Cl 3.27 -0.36 4.62  0.08
47 C -2.49 -2.75 3.98  0.00
48 Te -0.96 -3.19 2.57  0.00
49 C -1.71 -5.13 2.17  0.00
50 H -3.46 -2.88 3.50  0.00
51 H -2.37 -1.73 4.35  0.00
52 H -2.39 -3.46 4.80  0.00
53 H -1.81 -5.67 3.12  0.00
54 H -1.01 -5.64 1.51  0.00
55 H -2.68 -5.04 1.68  0.00

Computed properties:
- Highest occupied orbital energy (spin up / spin down): -0.64857 / -0.64665 Eh
- ΔE to the lowest compared entry with this formula, charge and spin: 151.4 kcal per mole
- Net charge: +3
- Multiplicity: 2
- <S²>: 0.780


Molecular formula: C16H18B2N6O2Sr
Method: DFT, the ωB97M-V functional and the def2-TZVPD basis

Last column: Mulliken charge in e.
Cartesian coordinates (Å):
1 H -2.75 -1.68 -0.88  0.53
2 N -1.17 -0.71 -1.90  -1.35
3 B 0.48 0.17 -3.70  0.05
4 N -0.83 -0.54 -3.20  0.64
5 C -1.75 -1.17 -3.97  -0.15
6 Sr -0.07 0.09 -0.44  2.13
7 H -1.64 -1.16 -5.06  0.42
8 C -2.71 -1.76 -3.15  -0.96
9 H -3.58 -2.33 -3.45  0.39
10 C -2.31 -1.44 -1.84  -0.02
11 H 0.38 0.28 -4.90  -0.13
12 C 2.35 -0.05 2.61  -0.78
13 H 2.28 -0.05 3.71  0.25
14 H 2.31 1.09 2.34  0.19
15 H 3.35 -0.35 2.25  0.32
16 N 1.74 -0.66 -3.36  0.29
17 N 0.55 1.58 -3.05  0.65
18 N 2.07 -1.02 -2.09  -0.45
19 N 0.35 1.77 -1.72  -1.27
20 C 2.62 -1.19 -4.26  -0.19
21 C 0.82 2.76 -3.65  -0.17
22 H 2.51 -1.00 -5.33  0.39
23 H 1.01 2.81 -4.72  0.42
24 C 3.55 -1.93 -3.55  -0.83
25 C 0.81 3.76 -2.68  -0.90
26 C 3.16 -1.78 -2.20  -0.32
27 C 0.50 3.09 -1.48  -0.15
28 H 4.40 -2.48 -3.95  0.36
29 H 0.98 4.83 -2.82  0.39
30 H 3.62 -2.20 -1.30  0.43
31 H 0.36 3.47 -0.47  0.50
32 H 1.59 -0.74 2.19  0.01
33 O -0.52 0.88 3.34  -0.61
34 B -0.78 -0.12 2.34  0.26
35 O -1.63 -1.15 2.88  -0.66
36 C -1.88 -0.72 4.13  0.87
37 C -2.70 -1.33 5.08  -0.84
38 C -2.85 -0.71 6.33  -0.49
39 C -2.18 0.51 6.60  -0.53
40 C -1.36 1.10 5.63  -0.81
41 C -1.23 0.46 4.40  0.55
42 H -3.21 -2.26 4.85  0.42
43 H -3.48 -1.15 7.08  0.37
44 H -2.31 0.98 7.56  0.37
45 H -0.85 2.04 5.83  0.42

Computed properties:
- Highest occupied orbital energy: -0.24452 Eh
- ΔE to the lowest compared entry with this formula, charge and spin: 30.2 kcal per mole
- Multiplicity: 1


Molecular formula: C16H18BrF3N2O2
Method: DFT, the ωB97M-V functional and the def2-TZVPD basis

Last column: Mulliken charge in e.
Cartesian coordinates (Å):
1 O 4.05 0.74 0.77  -0.67
2 C 3.46 -0.13 0.16  0.28
3 N 2.35 -0.75 0.64  -0.09
4 H 1.76 -1.31 0.05  0.29
5 C 1.73 -0.33 1.88  -1.19
6 H 2.49 0.16 2.48  0.43
7 H 1.36 -1.22 2.39  0.33
8 C 0.56 0.63 1.63  -0.62
9 C -0.51 -0.01 0.77  1.14
10 O -0.36 -1.12 0.28  -0.74
11 N -1.63 0.71 0.54  0.17
12 C -1.98 1.98 1.12  -0.92
13 H -1.12 2.43 1.61  0.47
14 C -3.14 1.80 2.11  -0.54
15 H -3.42 2.76 2.53  0.41
16 C -4.34 1.17 1.40  -1.04
17 H -5.14 0.99 2.11  0.37
18 C -3.91 -0.14 0.73  0.65
19 C -5.07 -0.72 -0.06  0.71
20 F -4.76 -1.88 -0.65  -0.27
21 F -6.14 -0.97 0.72  -0.28
22 F -5.50 0.10 -1.03  -0.28
23 H -3.63 -0.88 1.49  0.17
24 C -2.72 0.11 -0.21  -1.64
25 H -2.36 -0.83 -0.63  0.53
26 H -3.02 0.78 -1.02  0.28
27 H -4.71 1.86 0.64  0.36
28 H -2.81 1.15 2.93  0.30
29 H -2.30 2.65 0.31  0.31
30 H 0.14 0.93 2.60  0.43
31 H 0.94 1.52 1.13  0.35
32 C 3.92 -0.62 -1.17  0.42
33 C 4.70 0.24 -1.93  -0.39
34 C 5.18 -0.14 -3.17  -0.48
35 C 4.89 -1.41 -3.64  0.13
36 C 4.13 -2.29 -2.89  -0.62
37 C 3.65 -1.89 -1.66  -0.29
38 H 3.08 -2.60 -1.07  0.44
39 H 3.92 -3.28 -3.27  0.42
40 Br 5.54 -1.95 -5.34  -0.19
41 H 5.79 0.54 -3.76  0.42
42 H 4.93 1.22 -1.53  0.43

Computed properties:
- Highest occupied orbital energy: -0.33648 Eh
- ΔE to the lowest compared entry with this formula, charge and spin: 0.1 kcal per mole
- Multiplicity: 1


Molecular formula: C16H18BrN2PtS2
Method: DFT, the ωB97M-V functional and the def2-TZVPD basis

Last column: Mulliken spin population.
Cartesian coordinates (Å):
1 Pt -0.90 1.17 0.61  1.04
2 C 1.93 1.20 1.65  -0.01
3 N 0.83 0.22 1.24  0.14
4 C 1.35 -0.55 0.04  0.03
5 C 1.47 0.36 -1.20  -0.02
6 N 0.16 1.08 -1.51  0.14
7 C 0.44 2.50 -1.84  0.00
8 C -0.72 0.40 -2.44  0.00
9 C -0.61 0.53 -3.84  0.01
10 C -1.45 -0.20 -4.66  0.00
11 C -2.37 -1.08 -4.13  0.00
12 C -2.48 -1.23 -2.77  -0.04
13 C -1.72 -0.49 -1.88  0.01
14 S -2.09 -0.62 -0.14  0.31
15 C 0.52 -0.62 2.43  0.02
16 C 1.10 -1.86 2.72  -0.01
17 C 0.75 -2.52 3.91  0.02
18 C -0.19 -2.00 4.78  0.00
19 C -0.75 -0.74 4.53  -0.01
20 C -0.41 -0.05 3.36  0.01
21 S -1.17 1.49 2.87  0.25
22 H 2.83 0.60 1.90  0.00
23 H 1.56 1.67 2.56  0.00
24 H 2.17 1.91 0.84  0.01
25 H 0.72 -1.41 -0.22  0.00
26 H 2.33 -0.97 0.30  0.00
27 H 1.73 -0.26 -2.11  0.00
28 H 2.29 1.11 -1.14  0.00
29 H 1.13 2.51 -2.73  0.00
30 H 0.95 2.98 -0.99  0.00
31 H -0.49 3.03 -2.04  -0.01
32 H 0.13 1.17 -4.27  0.00
33 H -1.46 -0.04 -5.75  0.00
34 H -3.04 -1.64 -4.80  0.00
35 H -3.18 -1.94 -2.35  -0.01
36 H 1.84 -2.34 2.10  0.00
37 H 1.18 -3.48 4.14  0.00
38 H -0.44 -2.58 5.65  0.00
39 H -1.51 -0.33 5.20  0.00
40 Br -2.45 3.02 0.00  0.13

Computed properties:
- Highest occupied orbital energy (spin up / spin down): -0.07641 / -0.13484 Eh
- ΔE to the lowest compared entry with this formula, charge and spin: 0.0 kcal per mole
- Net charge: -1
- Multiplicity: 3
- <S²>: 2.008


Molecular formula: C16H18Cl3N5O2V
Method: DFT, the ωB97M-V functional and the def2-TZVPD basis

Last column: Mulliken spin population.
Cartesian coordinates (Å):
1 V -0.06 -1.50 -1.80  1.05
2 O -2.65 -0.38 -4.40  0.00
3 C -2.20 -0.78 -3.40  -0.01
4 O -0.89 -1.27 -3.25  -0.04
5 C -2.84 -0.86 -2.05  0.02
6 C -4.18 -0.57 -1.88  0.00
7 C -4.68 -0.68 -0.61  0.01
8 C -3.85 -1.09 0.45  0.00
9 C -4.37 -1.24 1.76  0.01
10 C -3.56 -1.65 2.78  0.00
11 C -2.20 -1.91 2.52  0.01
12 C -1.66 -1.77 1.27  -0.01
13 C -2.48 -1.36 0.20  0.01
14 N -2.00 -1.23 -1.08  -0.02
15 H -4.77 -0.27 -2.73  0.00
16 H -5.73 -0.47 -0.41  0.00
17 H -5.41 -1.03 1.94  0.00
18 H -3.96 -1.77 3.78  0.00
19 H -1.56 -2.25 3.33  0.00
20 H -0.62 -2.00 1.11  0.00
21 Cl 1.09 1.06 -3.41  0.00
22 C 1.87 -0.25 -4.29  0.00
23 Cl 2.02 -1.70 -3.21  0.00
24 H 2.87 0.04 -4.57  0.00
25 H 1.26 -0.54 -5.14  0.00
26 Cl 0.37 -3.30 -1.00  -0.03
27 C 4.41 1.08 0.89  0.00
28 C 3.59 1.76 1.98  0.00
29 C 3.25 3.20 1.61  0.00
30 C 2.35 0.95 2.34  0.00
31 N 1.48 0.72 1.16  0.01
32 C 0.61 1.56 0.55  0.00
33 N 0.05 0.95 -0.46  0.01
34 N 0.61 -0.27 -0.43  -0.02
35 N 1.47 -0.43 0.53  0.02
36 H 5.34 1.63 0.72  0.00
37 H 3.87 1.06 -0.06  0.00
38 H 4.68 0.06 1.16  0.00
39 H 4.17 1.77 2.90  0.00
40 H 2.85 3.28 0.59  0.00
41 H 4.14 3.82 1.64  0.00
42 H 2.53 3.65 2.31  0.00
43 H 1.74 1.45 3.08  0.00
44 H 2.62 -0.04 2.71  0.00
45 H 0.44 2.59 0.85  0.00

Computed properties:
- Highest occupied orbital energy (spin up / spin down): -0.56422 / -0.56612 Eh
- ΔE to the lowest compared entry with this formula, charge and spin: 6.3 kcal per mole
- Net charge: +2
- Multiplicity: 2
- <S²>: 0.760